[1]
The following is a DFT calculation (ωB97M-V/def2-TZVPD) of the molecule C5H10O.

Each line ends with the Mulliken charge.
Atoms and positions in Å:
O  1.035  -1.636  0.347  -0.55
C  1.061  -0.362  -0.282  0.06
C  0.701  0.763  0.695  -0.73
C  -0.842  0.723  0.811  -0.52
C  -1.329  -0.166  -0.360  -0.60
C  -0.101  -0.337  -1.266  -0.82
H  1.718  -1.638  1.029  0.34
H  2.035  -0.196  -0.766  0.35
H  1.206  0.646  1.661  0.37
H  1.036  1.719  0.275  0.28
H  -1.259  1.734  0.751  0.29
H  -1.161  0.306  1.770  0.25
H  -1.636  -1.147  0.015  0.25
H  -2.184  0.266  -0.889  0.36
H  -0.139  -1.240  -1.883  0.38
H  0.021  0.529  -1.927  0.31

Atomic forces in eV per Å
0.2 -0.1 0.2
0.0 0.3 -0.2
0.0 0.0 0.0
-0.1 0.0 0.1
-0.1 0.0 0.0
0.0 0.0 -0.1
-0.1 -0.1 -0.1
-0.2 0.0 0.1
-0.1 0.0 -0.1
-0.1 -0.1 0.0
0.1 -0.1 0.0
0.1 0.1 -0.1
0.0 0.1 0.0
0.1 0.0 0.1
0.0 0.1 0.1
0.0 -0.1 0.1

structure (SMILES): OC1CCCC1
DFT total energy: -271.748370 hartree
max |F|: 0.007 Eh/bohr
lowest unoccupied orbital energy: 0.96 eV

***

[2]
The following is a DFT calculation (ωB97M-V/def2-TZVPD) of the molecule C5H10O.

Each line ends with the Mulliken charge.
Atoms and positions in Å:
C  -0.104  0.250  -2.507  -1.15
C  0.332  0.054  -1.085  0.00
C  -0.081  0.808  -0.065  -0.43
C  -0.160  0.253  1.338  0.20
C  1.011  -0.565  1.868  -1.17
O  -1.315  -0.585  1.191  -0.56
H  -1.008  0.867  -2.556  0.31
H  -0.341  -0.713  -2.980  0.31
H  0.682  0.723  -3.101  0.31
H  0.988  -0.795  -0.881  0.23
H  -0.746  1.653  -0.247  0.26
H  -0.406  1.035  2.067  0.31
H  1.269  -1.374  1.177  0.24
H  0.705  -1.032  2.809  0.34
H  1.903  0.043  2.053  0.31
H  -1.187  -0.889  0.272  0.49

Atomic forces in eV per Å
0.1 0.1 -0.1
0.2 0.3 0.1
0.0 -0.1 -0.2
0.3 0.2 0.0
0.0 -0.1 0.0
-0.1 -0.4 0.1
0.2 0.0 0.0
0.1 0.2 0.1
-0.1 0.0 -0.1
-0.2 0.1 0.0
0.1 -0.1 -0.1
0.0 -0.1 -0.2
0.0 0.1 0.1
0.1 0.1 -0.1
-0.2 0.0 -0.1
-0.6 -0.2 0.7

structure (SMILES): C/C=C/[C@H](C)O
DFT total energy: -271.707281 hartree
max |F|: 0.018 Eh/bohr
lowest unoccupied orbital energy: 1.08 eV

***

[3]
The following is a DFT calculation (ωB97M-V/def2-TZVPD) of a cluster of 2 separate species, C5H10O in total.

Each line ends with the Mulliken charge.
Atoms and positions in Å:
C  1.979  0.346  0.434  -1.20
C  0.819  -0.038  -0.504  -0.17
C  -0.293  -0.466  0.388  -0.22
C  -0.700  -1.850  0.160  -0.87
C  -1.878  1.749  -0.052  -0.10
O  -2.038  1.540  -1.233  -0.43
H  2.348  -0.527  0.984  0.33
H  1.650  1.091  1.164  0.33
H  2.812  0.756  -0.144  0.35
H  1.161  -0.788  -1.239  0.31
H  0.498  0.856  -1.053  0.26
H  -0.014  -2.531  -0.371  0.31
H  -1.230  -2.350  0.976  0.31
H  -1.492  -1.535  -0.558  0.27
H  -0.979  2.258  0.342  0.25
H  -2.640  1.487  0.705  0.27

Atomic forces in eV per Å
0.1 0.0 0.1
-0.1 0.0 0.0
0.1 -0.2 -0.2
0.0 0.0 0.1
-0.1 0.0 -0.2
0.0 0.1 0.5
0.0 0.1 -0.1
0.1 -0.1 -0.1
-0.1 -0.1 0.1
-0.1 0.1 0.1
0.1 -0.1 0.1
-0.1 0.2 0.1
0.1 0.2 -0.1
0.0 -0.1 -0.1
-0.1 0.0 -0.1
0.1 0.0 -0.1

DFT total energy: -271.587234 hartree
max |F|: 0.009 Eh/bohr
lowest unoccupied orbital energy: 0.18 eV

***

[4]
The following is a DFT calculation (ωB97M-V/def2-TZVPD) of the molecule C5H10O in a non-equilibrium geometry.

Each line ends with the Mulliken charge.
Atoms and positions in Å:
C  1.924  -0.215  0.279  -1.32
C  0.848  0.555  -0.465  -0.36
C  -0.581  0.078  -0.266  1.33
C  -0.860  -1.153  0.579  -1.44
C  -1.665  1.076  -0.348  -0.85
O  -1.402  0.177  -1.420  -0.52
H  1.987  -1.254  -0.059  0.31
H  1.739  -0.227  1.360  0.33
H  2.898  0.248  0.107  0.38
H  1.023  0.500  -1.544  0.29
H  0.914  1.617  -0.198  0.31
H  -0.019  -1.858  0.547  0.31
H  -1.024  -0.916  1.642  0.27
H  -1.733  -1.682  0.187  0.44
H  -1.417  2.125  -0.555  0.26
H  -2.630  0.930  0.155  0.26

Atomic forces in eV per Å
0.1 -0.2 0.1
0.0 0.2 -0.3
-0.6 0.1 0.9
0.4 -0.4 0.2
-0.2 0.3 -0.1
-0.1 0.0 -0.5
0.0 0.1 0.0
0.1 0.0 -0.2
0.0 0.0 0.0
0.1 0.0 0.1
0.0 -0.2 0.0
-0.3 0.1 0.0
0.0 0.1 -0.4
0.0 0.2 0.1
0.0 -0.4 0.1
0.4 -0.1 -0.1

structure (SMILES): CC[C@@]1(C)CO1
DFT total energy: -271.704034 hartree
max |F|: 0.021 Eh/bohr
lowest unoccupied orbital energy: 1.02 eV

***

[5]
The following is a DFT calculation (ωB97M-V/def2-TZVPD) of a cluster of 2 separate species, C5H10O in total.

Each line ends with the Mulliken charge.
Atoms and positions in Å:
C  1.369  -0.979  0.180  -1.35
C  0.316  0.096  0.395  0.41
C  0.546  1.517  -0.195  -0.70
C  -0.852  1.490  -0.867  -0.40
C  -0.939  0.015  -0.479  0.23
O  -1.653  -0.893  -0.813  -0.56
H  1.005  -1.952  0.525  0.31
H  1.621  -1.071  -0.882  0.34
H  2.288  -0.741  0.728  0.36
H  0.024  0.145  1.453  0.30
H  0.709  2.313  0.535  0.29
H  1.363  1.532  -0.923  0.27
H  -1.608  2.093  -0.352  0.23
H  -0.910  1.696  -1.940  0.28
H  -1.632  -2.813  1.642  0.25
H  -1.647  -2.447  0.993  -0.27

Atomic forces in eV per Å
0.0 -0.1 0.0
0.0 -0.1 0.1
0.2 0.1 0.0
-0.1 0.1 -0.1
-0.3 -0.3 -0.1
0.3 0.4 0.1
0.1 0.1 -0.1
0.0 0.0 0.1
-0.1 0.0 -0.1
0.0 0.0 -0.2
0.0 -0.1 -0.1
-0.1 0.0 0.1
0.1 -0.1 -0.1
0.0 0.0 0.2
0.0 0.0 0.0
0.0 -0.1 0.1

structure (SMILES): C[C@H]1CCC1=O.[H][H]
DFT total energy: -271.691349 hartree
max |F|: 0.010 Eh/bohr
lowest unoccupied orbital energy: 0.97 eV

***

[6]
The following is a DFT calculation (ωB97M-V/def2-TZVPD) of the molecule C5H10O.

Each line ends with the Mulliken charge.
Atoms and positions in Å:
C  -0.850  -0.440  -1.571  -1.38
C  -0.500  -0.977  -0.200  0.32
O  -1.463  -0.588  0.797  -0.43
C  -0.432  -0.096  1.663  -0.49
C  0.655  -0.331  0.604  0.34
C  1.298  0.921  0.029  -1.53
H  -1.823  -0.833  -1.883  0.37
H  -0.102  -0.743  -2.312  0.33
H  -0.915  0.651  -1.562  0.28
H  -0.419  -2.074  -0.241  0.27
H  -0.601  0.953  1.945  0.27
H  -0.339  -0.699  2.575  0.24
H  1.423  -1.049  0.907  0.35
H  2.003  1.359  0.746  0.39
H  0.543  1.682  -0.204  0.35
H  1.848  0.697  -0.892  0.32

Atomic forces in eV per Å
0.0 0.0 0.0
0.1 -0.1 -0.3
-0.2 0.0 0.0
0.2 0.1 0.3
0.1 0.0 0.0
0.0 0.1 -0.1
0.1 0.0 0.0
-0.1 0.0 0.1
0.0 -0.1 0.0
0.0 0.2 0.0
0.0 -0.1 0.0
0.0 0.1 -0.1
-0.1 0.1 -0.1
-0.1 -0.1 -0.1
0.2 -0.1 0.1
-0.1 0.1 0.2

structure (SMILES): C[C@@H]1OC[C@@H]1C
DFT total energy: -271.713267 hartree
max |F|: 0.008 Eh/bohr
lowest unoccupied orbital energy: 1.11 eV

***

[7]
The following is a DFT calculation (ωB97M-V/def2-TZVPD) of the molecule C5H10O in a non-equilibrium geometry.

Each line ends with the Mulliken charge.
Atoms and positions in Å:
C  2.000  -0.286  -0.289  -1.26
C  0.731  -0.567  0.523  -0.33
C  -0.536  -0.008  -0.028  0.72
C  -1.826  -0.529  0.515  -1.47
C  -0.541  1.310  -0.681  -0.27
O  0.323  2.159  -0.225  -0.69
H  2.155  0.794  -0.375  0.34
H  2.868  -0.747  0.198  0.37
H  1.912  -0.705  -1.299  0.29
H  0.588  -1.650  0.667  0.36
H  0.854  -0.163  1.544  0.29
H  -0.455  0.615  -1.741  0.17
H  -2.053  -0.031  1.466  0.32
H  -2.658  -0.292  -0.159  0.40
H  -1.803  -1.604  0.711  0.38
H  -1.559  1.704  -0.826  0.40

Atomic forces in eV per Å
0.1 0.1 0.0
0.0 -0.5 -0.6
-0.3 1.2 0.8
-0.1 -0.7 -0.9
0.5 -0.2 2.2
-0.1 -0.4 -1.4
0.0 -0.3 0.0
-0.2 0.1 -0.1
0.0 0.0 0.2
0.1 0.2 0.0
-0.3 0.2 -0.3
0.2 0.0 0.6
0.3 0.2 -0.1
0.1 0.0 0.1
0.0 0.1 -0.1
-0.3 -0.2 -0.4

DFT total energy: -271.614063 hartree
max |F|: 0.044 Eh/bohr
lowest unoccupied orbital energy (alpha / beta): -0.71 / -0.71 eV

***

[8]
The following is a DFT calculation (ωB97M-V/def2-TZVPD) of a cluster of 2 separate species, C5H10O in total.

Each line ends with the Mulliken charge.
Atoms and positions in Å:
C  -0.402  1.119  0.288  -0.45
C  -1.160  0.917  -0.782  -0.25
C  -2.048  -0.274  -0.550  -0.40
O  -1.699  -0.755  0.739  -0.38
C  -0.709  0.076  1.327  -0.30
H  0.337  1.901  0.428  0.41
H  -1.168  1.501  -1.695  0.40
H  -1.891  -1.067  -1.297  0.24
H  -3.115  -0.002  -0.573  0.26
H  -1.094  0.517  2.259  0.25
H  0.174  -0.528  1.585  0.22
C  2.554  -0.683  -0.347  -0.88
H  3.252  -0.186  -1.025  0.29
H  2.569  -0.175  0.622  0.20
H  2.853  -1.725  -0.215  0.27
H  1.544  -0.637  -0.764  0.13

Atomic forces in eV per Å
-0.1 0.0 -0.1
0.1 0.0 0.2
-0.1 0.1 -0.3
0.0 -0.1 0.0
0.2 0.1 0.2
-0.1 -0.1 0.0
0.0 -0.1 0.1
0.0 0.1 0.1
0.1 0.0 0.0
0.0 0.0 -0.1
-0.1 0.1 0.0
0.0 0.0 0.0
-0.1 -0.1 0.1
0.0 -0.1 -0.2
0.0 0.2 0.0
0.2 0.0 0.1

structure (SMILES): C1=CCOC1.C
DFT total energy: -271.703138 hartree
max |F|: 0.006 Eh/bohr
lowest unoccupied orbital energy: 1.03 eV

***

[9]
The following is a DFT calculation (ωB97M-V/def2-TZVPD) of the molecule C5H10O.

Each line ends with the Mulliken charge.
Atoms and positions in Å:
C  2.024  -0.308  0.067  -1.14
C  1.031  0.594  -0.673  0.03
C  0.083  -0.172  -1.576  -0.52
C  -1.375  -0.671  0.906  -0.74
C  -1.660  0.459  -0.089  -0.39
O  -1.193  0.029  -1.394  -0.10
H  2.156  -1.244  -0.489  0.33
H  1.649  -0.554  1.068  0.31
H  2.991  0.191  0.182  0.35
H  1.558  1.115  -1.482  0.34
H  0.645  1.382  -0.009  0.16
H  -0.317  -0.928  1.030  0.11
H  -1.751  -0.358  1.882  0.33
H  -1.891  -1.589  0.593  0.29
H  -1.222  1.422  0.207  0.30
H  -2.738  0.570  -0.202  0.33

Atomic forces in eV per Å
0.0 -0.1 0.0
0.0 0.2 -0.2
0.1 0.2 -0.4
-0.3 0.1 0.1
-0.2 -0.2 0.4
0.3 -0.2 0.4
0.1 0.2 0.1
0.2 0.0 -0.2
-0.2 -0.2 0.0
0.2 0.1 0.1
0.0 -0.3 -0.1
-0.3 0.3 -0.2
-0.1 -0.2 0.1
0.0 0.3 0.1
-0.2 -0.4 -0.1
0.1 0.1 0.0

DFT total energy: -271.626961 hartree
max |F|: 0.010 Eh/bohr
lowest unoccupied orbital energy: 0.97 eV

***

[10]
The following is a DFT calculation (ωB97M-V/def2-TZVPD) of a structure of composition C5H10O.

Each line ends with the Mulliken charge.
Atoms and positions in Å:
C  0.760  -1.764  -0.947  -1.15
C  0.515  -0.261  -1.035  -0.21
C  0.378  0.416  0.292  -0.16
C  -0.245  1.736  0.514  -0.31
C  -1.070  1.028  1.537  -0.73
O  -1.441  -0.208  0.718  -0.49
H  -0.108  -2.269  -0.510  0.28
H  1.636  -1.988  -0.326  0.32
H  0.934  -2.194  -1.938  0.34
H  1.386  0.233  -1.500  0.30
H  -0.350  -0.037  -1.665  0.26
H  1.070  0.088  1.065  0.39
H  0.449  2.445  0.981  0.29
H  -0.690  2.174  -0.397  0.27
H  -1.971  1.535  1.885  0.22
H  -1.251  -0.933  1.323  0.39

Atomic forces in eV per Å
0.0 -0.1 0.0
-0.1 0.0 0.0
0.3 0.1 -0.4
0.2 -0.1 0.0
-0.3 0.3 0.2
0.2 -0.2 0.2
0.1 0.1 -0.1
-0.1 0.0 -0.1
0.0 0.1 0.1
-0.1 0.0 0.1
0.1 0.0 0.1
-0.2 0.1 0.0
-0.1 -0.1 0.0
0.0 -0.1 0.2
0.1 0.0 -0.1
-0.1 0.1 -0.1

DFT total energy: -271.554001 hartree
max |F|: 0.009 Eh/bohr
lowest unoccupied orbital energy (alpha / beta): 0.48 / 0.48 eV